Entry 1:
Density functional theory data (ωB97M-V/def2-TZVPD) for 4 unconnected molecules or ions with the total composition C29H42N6O5.

## Properties
Frontier orbital gap, eV: 8.45
SMILES: CCCN[C@H]1[C@H](CON=O)NC(=O)[C@@]1(CCCO)C[C@@H](C)O.c1ccncc1.c1ccncc1.c1ccncc1

```
82
Properties=species:S:1:pos:R:3:forces:R:3
O -4.59236 2.54505 -2.50284 1.3 0.9 -1.7
O -0.82224 -3.56433 -3.88573 -0.7 4.4 1.6
O -3.05358 -4.38486 1.57288 -1.0 1.6 -0.5
O -3.52521 1.16332 -3.64631 1.7 -1.4 -0.1
O 2.57497 -4.05162 -3.00866 -0.2 1.1 -0.3
N 0.64465 4.42004 1.67115 0.0 0.9 0.5
N 5.35733 -8.61989 -0.37315 -0.3 0.5 -0.2
N -3.17403 6.86729 5.85106 -0.4 -0.3 -0.4
N -1.68045 -1.28866 -4.06912 1.1 -1.2 3.2
N 0.93160 0.37478 -2.55185 0.4 -0.6 1.6
N -3.85174 2.48251 -3.44647 -2.6 0.4 2.3
C -0.22356 6.62122 2.11432 0.1 0.0 0.1
C -2.48094 -3.07595 1.28011 1.3 0.4 0.7
C 1.87911 0.77136 -1.47194 0.4 1.8 -0.3
C -4.96320 5.62425 4.10662 -0.1 0.0 -0.1
C -0.14084 5.46305 1.35842 0.3 -0.5 0.0
C 5.86112 -7.42791 -0.72909 -0.1 -0.5 0.2
C -1.24042 -3.18741 0.23700 -1.4 -0.2 0.3
C 0.99313 -2.77600 -1.59398 -0.5 -0.7 -0.7
C -1.34925 -0.09642 -3.24028 -0.1 3.1 -1.2
C 2.21056 -2.67504 -2.63082 1.1 -0.4 1.0
C 4.03728 -8.79295 -0.54372 0.5 -0.1 0.1
C 3.73857 -6.59942 -1.41694 -0.2 0.1 0.0
C 1.38100 4.53254 2.78786 -0.3 -0.2 -0.5
C -0.30997 -1.94437 -1.99600 -0.9 0.7 0.5
C -3.60233 5.37153 4.01491 -0.1 0.0 0.0
C 0.76965 1.62327 0.72799 -1.1 -0.2 -0.7
C -5.42339 6.50293 5.07666 0.1 -0.1 -0.1
C -2.52006 0.81586 -2.64401 1.2 -0.7 0.7
C -4.49481 7.09549 5.91714 0.5 0.0 0.1
C 5.10029 -6.39312 -1.24931 -0.1 -0.1 0.0
C 1.36666 5.64585 3.61278 -0.1 0.1 0.0
C -0.94352 -2.39774 -3.42489 0.3 -2.5 -1.1
C 0.54716 6.70924 3.26426 0.0 0.1 0.1
C 3.19180 -7.82337 -1.05876 0.2 0.1 0.0
C -1.56378 -2.22806 -1.00628 -0.2 -1.1 0.5
C -0.26898 -0.33778 -2.04235 -0.8 0.0 -3.0
C -2.75544 6.01189 4.90524 0.0 0.4 0.5
C 3.52423 -2.08494 -1.88052 0.1 0.1 0.2
C 1.30503 2.10654 -0.72379 -0.2 -1.5 0.3
H -2.04049 -1.27988 -0.57677 1.0 -1.1 -0.8
H -5.65851 5.14142 3.42867 0.0 0.0 0.0
H 0.67497 -3.88614 -1.58966 0.5 1.7 -0.1
H -0.82535 0.60528 -3.99304 -0.7 -0.9 1.4
H 0.43705 2.45758 -1.39728 1.4 -0.2 1.2
H 6.93061 -7.31596 -0.58232 0.0 0.0 0.0
H 2.11954 2.90905 -0.64192 -1.4 -1.1 -0.1
H -1.68381 5.84448 4.87544 0.0 -0.1 -0.1
H -1.19287 -4.28146 -0.12147 0.1 1.7 0.7
H -3.20784 4.69233 3.26929 0.0 0.0 0.0
H -4.80513 7.79239 6.68907 0.0 0.0 0.0
H 0.43869 0.51814 0.65126 0.7 1.6 0.1
H -2.39270 -2.74732 -1.61257 1.1 0.7 1.0
H -2.68799 -1.43071 -4.21386 0.7 -0.3 -0.1
H -0.68925 0.27346 -1.18143 0.9 -1.4 -0.6
H 2.84437 1.11332 -1.99402 -1.2 -1.0 0.9
H -2.95880 0.30771 -1.72135 0.1 0.7 -1.3
H 3.29958 -1.75432 -0.80362 0.3 -0.4 -1.7
H 1.96847 -2.14421 -3.60808 0.1 -0.4 1.4
H 5.56079 -5.44995 -1.51706 0.0 0.0 0.0
H 4.00577 -1.20841 -2.42422 -0.6 -1.1 0.7
H -2.03173 1.79510 -2.28647 -0.5 -1.5 -0.5
H 2.00793 3.67631 3.01617 0.0 0.0 0.1
H 3.65661 -9.76477 -0.24577 0.0 0.0 0.0
H 3.10959 -5.81374 -1.82244 0.1 -0.1 0.0
H 3.32651 -3.97668 -3.63334 -0.7 -0.1 0.5
H -2.05765 -2.67175 2.27638 -0.6 -0.4 -1.5
H 4.30095 -2.92611 -1.78656 -1.2 1.2 -0.3
H -6.47880 6.72303 5.17719 0.1 0.0 0.0
H 1.98046 5.68058 4.50415 0.0 0.0 -0.1
H 1.38886 -0.11162 -3.33119 -0.3 0.1 0.6
H 1.33218 -2.55517 -0.52410 -0.5 0.0 -1.7
H -0.87386 7.43276 1.81258 0.0 -0.1 0.0
H -0.18818 2.19492 1.00353 1.8 -0.7 -0.1
H 0.50904 7.59873 3.88358 0.0 -0.1 0.0
H 2.13334 -8.01938 -1.17636 0.1 0.0 0.0
H 2.05324 -0.02323 -0.67369 0.0 0.9 -1.2
H -0.72686 5.34473 0.45215 0.0 0.1 0.0
H -0.30545 -2.91581 0.82356 -1.1 -0.3 -1.1
H 1.55580 1.68250 1.54658 -1.1 0.1 -1.1
H -3.25778 -2.31256 0.93457 0.9 -1.2 0.2
H -4.00536 -4.19282 1.75281 1.1 -0.5 -0.1
```
Positions in Å, forces in eV/Å.

Entry 2:
Density functional theory data (ωB97M-V/def2-TZVPD) for C6H17OP in the gas phase.

## Properties
ΔE to the lowest compared entry with this formula, charge and spin, kJ/mol: 148.2
Frontier orbital gap, eV: 10.15
SMILES: CCCCO[PH3]CC

```
25
Properties=species:S:1:pos:R:3:forces:R:3
P -1.64557 1.32898 -0.07024 -0.7 0.2 0.6
O -0.03358 2.04288 0.07053 0.7 -2.3 0.5
C -3.06425 -1.07805 -0.71081 -1.0 -0.4 0.4
C 2.47470 -1.76323 0.09916 -0.3 0.6 -0.2
C 0.81753 0.86478 0.44027 0.2 -0.2 -0.2
C 2.37321 0.99869 -0.05762 0.0 -0.1 0.7
C 3.26609 -0.32166 0.37724 -0.4 -1.1 -0.1
C -3.35326 0.40177 -0.02549 0.1 -1.2 0.0
H 0.25378 -0.06950 -0.03056 1.7 1.5 0.8
H -3.61122 -1.87683 -0.01664 1.3 1.5 -1.8
H -1.37006 0.68039 1.21919 -0.2 0.4 -0.9
H -4.19768 1.01560 -0.55446 1.4 -1.4 1.0
H 3.21722 -2.68411 0.22176 -1.7 2.0 -0.3
H -2.28839 2.63424 -0.14248 0.9 -0.7 0.1
H 2.44134 1.15374 -1.21954 -0.2 -0.2 2.3
H -3.49966 -1.16084 -1.80809 0.9 0.2 2.3
H 4.24686 -0.38157 -0.29581 -2.0 0.4 1.7
H -1.91608 -1.35711 -0.75536 -2.3 0.6 0.2
H 0.82415 0.66481 1.60888 -0.1 0.6 -2.2
H -1.28705 0.73144 -1.35112 -0.2 0.4 0.9
H 2.84001 1.92448 0.51837 -1.0 -1.8 -1.5
H 3.52677 -0.31363 1.53862 -0.4 0.2 -2.6
H 1.53372 -1.90190 0.81413 2.2 0.3 -1.4
H -3.57946 0.17736 1.12377 0.1 0.8 -2.5
H 2.03091 -1.71070 -0.99370 1.0 -0.4 2.1
```
Positions in Å, forces in eV/Å.

Entry 3:
Density functional theory data (ωB97M-V/def2-TZVPD) for a molecular structure, C15H22N2O11V.

## Properties
Charge: -2
ΔE to the lowest compared entry with this formula, charge and spin, kJ/mol: 0.0
⟨S²⟩: 3.77
Multiplicity: 4
Frontier orbital gap (alpha / beta), eV: 2.86 / 4.06

```
51
Properties=species:S:1:pos:R:3:forces:R:3
V 2.17792 -0.57188 -2.49675 -2.7 2.7 -0.6
O 0.39125 -4.24380 -3.65619 -0.3 -0.3 -2.8
O -0.21557 -3.47150 -5.81501 0.0 -4.1 -6.4
O 0.11097 -1.37442 7.17075 -1.1 -0.3 -1.1
O -3.33588 0.13407 -3.46838 1.3 -0.6 -0.2
O 3.64348 -1.46889 -2.49713 2.7 0.9 -1.5
O 1.95119 1.20620 -3.34918 -1.0 0.1 -2.8
O -3.14626 3.55407 -2.21624 -1.7 1.1 -0.6
O -0.13044 2.91319 4.96228 0.6 0.5 -0.5
O -1.14805 3.32282 -1.62350 2.6 -0.3 0.9
O 2.45654 0.98794 -5.57548 -2.1 0.7 1.4
O 0.87173 -1.24789 -1.92948 -1.4 -0.6 1.7
N -2.14331 4.21701 0.97952 0.8 -1.2 0.6
N 0.65791 -1.19920 -4.56190 -0.4 2.7 -3.0
C -1.58508 -1.62773 -3.97762 -2.4 -0.2 -0.3
C -1.04193 0.57932 -4.51137 0.6 0.6 0.1
C -0.38415 -2.03052 -4.60043 1.6 -0.7 5.9
C 0.05069 -3.54950 -4.64440 -1.0 4.3 6.1
C 0.87475 -3.45714 1.93305 -1.5 -0.6 0.2
C 1.61571 0.94009 -4.65082 2.5 -0.6 0.5
C -2.03794 -0.28510 -3.92442 1.8 -0.2 -1.6
C 1.82767 -2.73429 2.55015 1.8 0.4 -1.8
C -2.28848 3.93225 -1.47487 -0.7 -0.9 1.0
C -0.58216 -2.21397 7.99299 0.5 1.0 -0.1
C 4.03097 -2.44457 -1.72334 0.8 -3.0 1.6
C -0.30570 -1.11448 5.74362 0.9 0.2 1.1
C -2.49472 4.88079 -0.26398 -1.0 -0.1 -0.3
C 0.31518 0.11758 -4.78196 -1.6 -0.6 2.3
C 0.53045 3.79331 4.44423 -1.5 -0.9 1.3
H -2.11461 -2.49069 -3.54602 -0.3 0.7 -0.1
H -0.09653 4.61778 3.98469 1.4 -0.3 -0.1
H -0.51664 -1.90602 9.04512 -0.1 -0.4 -0.5
H -1.36632 -2.84515 7.61756 -0.2 -0.1 -0.2
H -2.06896 4.82560 1.76003 0.1 0.7 0.4
H 2.50487 -2.23567 1.76034 -1.6 1.0 1.7
H -1.88739 5.79703 -0.41792 0.0 -0.6 0.3
H -3.43050 1.06672 -3.17397 1.1 -0.7 -0.5
H 3.25828 -2.72044 -0.95933 0.2 -0.4 -0.6
H 1.64126 3.72891 4.59499 -0.6 0.7 -0.7
H -1.12869 -0.35789 5.69037 0.7 -0.7 0.3
H -3.55066 5.22059 -0.24568 0.4 -0.3 -0.5
H 2.25965 -2.83220 3.57306 -0.1 -0.9 -1.1
H 4.29501 -3.29632 -2.40864 -0.1 -0.1 1.1
H 0.74753 -4.54839 2.23808 -1.0 1.7 0.2
H -2.55155 3.32934 1.34690 0.0 1.2 -1.4
H 4.90103 -2.21797 -1.07899 0.4 0.1 -0.2
H 0.64493 -0.68524 5.38548 -0.8 -0.1 -0.3
H -0.53288 3.31957 -0.85493 -0.6 0.3 -0.6
H -1.26598 1.65798 -4.62592 0.2 -0.6 0.2
H 0.13743 -2.96653 1.15013 2.5 -1.5 0.7
H -0.54599 -2.00477 5.13049 0.1 0.2 0.8
```
Positions in Å, forces in eV/Å.

Entry 4:
Density functional theory data (ωB97M-V/def2-TZVPD) for 2 unconnected molecules or ions with the total composition C2H2F2O2S.

## Properties
ΔE to the lowest compared entry with this formula, charge and spin, kJ/mol: 338.4
Frontier orbital gap, eV: 10.79

```
9
Properties=species:S:1:pos:R:3:forces:R:3
S 3.64756 -0.02253 0.40268 -3.9 1.4 -5.0
F 0.91270 -0.61378 0.36096 -0.1 2.1 1.0
F 3.13636 1.54161 -0.24510 0.1 -1.4 1.6
O 3.85904 -0.41711 -1.19661 -10.0 -12.4 6.0
O 4.91573 0.24197 0.84228 4.5 0.8 2.6
C 0.85997 -2.83040 -0.61102 0.7 -0.7 -0.2
C 1.03683 -1.76746 -0.08825 -0.8 -2.2 -1.2
H 4.34406 0.17736 -1.41188 9.8 11.8 -5.1
H 0.93060 -3.80107 -1.08728 -0.1 0.7 0.4
```
Positions in Å, forces in eV/Å.